No. 1
Formula: C33H45CsGeN3O11
Source: the OMol25 dataset
Level of theory: ωB97M-V/def2-TZVPD

Atoms and positions in Å:
Cs: 0.4890 0.0988 -0.2302
Ge: -3.6072 -0.0813 -0.5833
O: 2.9417 2.7300 -3.1353
O: -3.0032 0.9389 0.8037
O: 0.9004 2.4187 2.3658
O: 2.3828 0.1815 2.6456
O: 0.4809 -1.6530 3.3398
O: 1.1002 -1.6086 5.5250
O: 3.8970 6.7810 -0.4216
O: -2.7678 -1.6651 -0.1604
O: 1.8982 4.1805 3.3783
O: 0.8254 2.1886 -2.4947
O: -2.5493 0.5528 -1.9741
N: 1.8663 3.2357 -0.0040
N: 2.3573 -1.2169 -2.3177
N: 2.0153 -2.7614 -0.1308
C: 2.7736 -2.4600 -2.3748
C: -3.6921 0.9872 2.0840
C: -3.1711 -0.1358 2.9655
C: -2.9079 1.7591 -2.7529
C: -5.2190 1.0875 1.9305
C: -2.5002 -3.8293 0.4984
C: -2.4239 3.0311 -2.0436
C: 3.2542 -4.5841 -1.0720
C: -4.0789 -3.4147 -1.4505
C: 2.2362 3.6291 -1.2239
C: 2.0515 3.9796 1.0825
C: 3.6732 -1.3834 3.6131
C: 1.2388 -1.3357 4.3149
C: 2.8168 0.6083 4.9530
C: 2.6591 -3.3158 -1.1601
C: 3.0356 4.8542 -1.3647
C: 3.3835 -3.0260 -3.5119
C: -1.5837 -3.0472 -1.7404
C: 3.3344 -0.7983 -4.4460
C: -4.4301 1.8257 -3.1190
C: -2.0541 1.5340 -3.9954
C: 2.7029 5.2382 1.0048
C: 2.6735 -0.3715 -3.2921
C: 1.9244 2.7789 -2.3905
C: 2.5344 -0.4573 3.9156
C: 2.5089 -4.6961 1.2186
C: 3.6484 -2.1295 -4.5536
C: -2.7402 -3.0044 -0.7371
C: 3.2042 5.6009 -0.2087
C: 3.1371 -5.2886 0.1156
C: 1.9715 -3.4340 1.0189
C: 1.5020 3.4964 2.4193
C: -3.1278 2.3012 2.6964
H: 4.1188 -2.5037 -5.4496
H: 3.5701 -4.0536 -3.6791
H: -2.2270 2.1919 -4.8410
H: -4.2298 -2.6910 -2.2842
H: 3.5973 -6.2590 0.2399
H: -5.5900 0.1853 1.4361
H: -3.9365 -4.3952 -1.9315
H: 4.5822 -0.8846 3.2048
H: -2.0238 2.3376 2.6473
H: -2.6254 3.9307 -2.6437
H: -1.6609 -2.1712 -2.4292
H: -0.6033 -3.0639 -1.2529
H: -1.7564 -3.3291 1.1144
H: -5.4740 1.9066 1.2436
H: 3.8760 -4.9239 -1.9026
H: -3.4327 -3.9378 1.0792
H: -3.4789 3.1255 2.0664
H: 3.3472 -2.0451 2.8294
H: -3.6465 -0.1393 3.9581
H: 2.5189 0.6552 -3.1296
H: -2.1251 0.0584 3.1726
H: 3.5795 1.2872 4.6376
H: -4.7290 0.8400 -3.4310
H: 3.4422 5.0525 -2.3605
H: -3.2172 -1.1313 2.5428
H: 3.9485 -1.9797 4.5054
H: -1.3512 2.8680 -1.8442
H: -5.0192 2.1111 -2.2321
H: -1.0056 1.4957 -3.6896
H: -5.6462 1.2312 2.9183
H: 4.1481 7.2219 0.4133
H: -2.9367 3.1143 -1.0848
H: -2.3350 0.5428 -4.3625
H: 1.4644 -2.8940 1.8563
H: 2.4427 -5.1358 2.2240
H: 1.9445 1.0620 2.6888
H: 1.9019 1.2012 5.2034
H: -2.1023 -4.8435 0.2407
H: 2.8558 5.8095 1.9356
H: 3.1709 0.2228 5.8863
H: -3.4207 2.4351 3.7253
H: 3.5711 -0.0709 -5.2152
H: -4.5497 2.5578 -3.9197
H: -4.8643 -3.3991 -0.7115
H: -1.6548 -3.9130 -2.3755

Properties
Spin multiplicity: 2
E (Ha): -4373.603711
Expectation value of S²: 0.756
Gap between HOMO and LUMO (spin up / spin down) (eV): 5.54 / 4.12
Total charge: -2
LUMO (spin up / spin down) (eV): 3.39 / 1.97

Atom charges from the Löwdin analysis, given in e for atoms 1 to 5: 0.94, 1.01, -0.05, -0.28, -0.07

=====

No. 2
Formula: C4H12NO
Source: the OMol25 dataset
Level of theory: ωB97M-V/def2-TZVPD

Atoms and positions in Å:
O: 2.2253 1.9111 -0.6718
N: 1.8010 -1.0706 0.3180
C: -2.6695 0.4214 -0.5610
C: 0.4923 -0.5025 0.6347
C: -1.9462 -0.4066 0.4877
C: -0.6249 -0.9187 0.0337
H: 0.4046 0.3788 1.3048
H: 2.4057 -0.4108 -0.1983
H: -3.6075 0.8818 -0.2161
H: -2.4991 -1.2709 0.8565
H: -0.6783 -1.5037 -0.8786
H: 2.1912 -1.1867 1.2691
H: -2.9497 -0.2780 -1.3620
H: 3.1652 2.0748 -0.7980
H: 1.6967 -1.8872 -0.2804
H: -2.0452 1.2441 -0.8650
H: -1.9364 0.1536 1.4579
H: 1.8128 2.6705 -0.2527

Properties
Spin multiplicity: 1
E (Ha): -289.317328
Gap between HOMO and LUMO (eV): 10.96
Total charge: +1
LUMO (eV): -3.46

Atom charges from the Löwdin analysis, given in e for atoms 1 to 5: -0.05, 0.20, -0.09, -0.11, -0.27

=====

No. 3
Formula: C2H2N2O3
Source: the OMol25 dataset
Level of theory: ωB97M-V/def2-TZVPD

Atoms and positions in Å:
O: 2.2620 0.7674 -0.0064
O: -2.3732 0.3096 0.1225
O: 1.0158 -1.0730 -0.0316
N: -0.2184 -1.6078 0.1839
N: -1.1904 0.3524 0.1058
C: 1.1869 0.2525 0.0382
C: -0.1186 0.9902 0.1234
H: -0.0439 2.0659 0.1482
H: -0.5202 -2.0571 -0.6839

Properties
Spin multiplicity: 1
E (Ha): -412.442804
Gap between HOMO and LUMO (spin up / spin down) (eV): 8.93 / 9.36
LUMO (spin up / spin down) (eV): -0.87 / -0.93

Atom charges from the Löwdin analysis, given in e for atoms 1 to 5: 0.14, 0.10, -0.04, 0.14, -0.11

=====

spin multiplicity of number 2 (C4H12NO)? 1

=====

Repeat the third record exactly.
Formula: C2H2N2O3
Source: the OMol25 dataset
Level of theory: ωB97M-V/def2-TZVPD

Atoms and positions in Å:
O: 2.2620 0.7674 -0.0064
O: -2.3732 0.3096 0.1225
O: 1.0158 -1.0730 -0.0316
N: -0.2184 -1.6078 0.1839
N: -1.1904 0.3524 0.1058
C: 1.1869 0.2525 0.0382
C: -0.1186 0.9902 0.1234
H: -0.0439 2.0659 0.1482
H: -0.5202 -2.0571 -0.6839

Properties
Spin multiplicity: 1
E (Ha): -412.442804
Gap between HOMO and LUMO (spin up / spin down) (eV): 8.93 / 9.36
LUMO (spin up / spin down) (eV): -0.87 / -0.93

Atom charges from the Löwdin analysis, given in e for atoms 1 to 5: 0.14, 0.10, -0.04, 0.14, -0.11